The following is a DFT calculation (wB97M-V/def2-TZVPD) of an isolated ion of composition C3H10N3 and charge +1.

```
16
C3H10N3 wB97M-V/def2-TZVPD
C -2.5442 -0.2739 0.1567
N -1.4081 0.5319 -0.1745
N -0.2138 -0.3117 0.0248
C 1.0768 0.1355 -0.0197
C 2.2222 -0.8614 -0.0491
N 1.3170 1.4294 -0.2388
H -2.9615 -0.1251 1.1042
H -3.3727 -0.0266 -0.5946
H -2.3518 -1.3332 -0.1405
H -1.3000 1.4195 0.4643
H -0.6014 -1.2234 0.4061
H 2.9526 -0.4023 0.6436
H 2.6141 -1.0858 -1.0344
H 1.7664 -1.7787 0.3495
H 2.2180 1.8032 -0.6744
H 0.5864 2.1026 -0.2233
```

Calculated values
ΔE to the lowest compared entry with this formula, charge and spin, kJ/mol: 257.24
Strongest force on any atom, hartree/bohr: 0.07663
Kohn-Sham gap, hartree: 0.3765
LUMO energy, hartree: -0.1288
SMILES: CNNC(C)=[NH2+]
Net charge: +1

***

The following is a DFT calculation (wB97M-V/def2-TZVPD) of a 2-piece molecular cluster, C3H10N3 overall.

```
16
C3H10N3 wB97M-V/def2-TZVPD
C -1.5464 1.2953 1.6398
C -0.3202 1.2537 2.5081
C 0.2827 -0.0585 0.3504
N -0.3037 0.5995 1.2892
N -0.2672 -0.3582 -0.8222
N 1.2614 -1.5051 -2.7541
H -2.3833 0.5529 2.0023
H -1.6766 2.1895 1.2121
H 0.4445 2.0621 2.6817
H -0.2312 0.4468 3.2132
H 1.1895 -0.5319 0.6275
H 0.1246 -1.1519 -1.2988
H -1.2349 -0.1447 -1.1357
H 0.9334 -1.9646 -3.6475
H 2.1668 -2.1324 -2.7740
H 1.5605 -0.5525 -3.0920
```

Calculated values
ΔE to the lowest compared entry with this formula, charge and spin, kJ/mol: 159.26
Spin multiplicity: 3
Strongest force on any atom, hartree/bohr: 0.13621
Kohn-Sham gap (spin up / spin down), hartree: 0.2650 / 0.2636
LUMO energy (spin up / spin down), hartree: -0.0975 / -0.2816
Net charge: +1

***

The following is a DFT calculation (wB97M-V/def2-TZVPD) of C3H10N3 as an isolated structure.

```
16
C3H10N3 wB97M-V/def2-TZVPD
C 0.6812 1.5112 -0.2223
C -0.4153 -1.1200 0.3107
C -0.7977 0.1907 -0.3609
N 1.8297 1.0728 0.0934
N -1.9455 0.7446 0.2331
N 0.9037 -1.6461 -0.0701
H 0.6601 2.6638 -0.3473
H -0.5212 -1.0587 1.3950
H -1.2905 -1.8114 -0.0605
H -0.7953 0.4069 -1.4868
H 2.6159 1.6020 0.3583
H -2.4864 1.3501 -0.2816
H -2.3201 0.1734 0.9317
H 1.0280 -1.5015 -1.0925
H 0.9251 -2.6321 0.2472
H 1.9286 0.0542 0.3525
```

Calculated values
ΔE to the lowest compared entry with this formula, charge and spin, kJ/mol: 78.24
Spin multiplicity: 3
Strongest force on any atom, hartree/bohr: 0.13315
Kohn-Sham gap (spin up / spin down), hartree: 0.2719 / 0.2458
LUMO energy (spin up / spin down), hartree: -0.1046 / -0.2741
Net charge: +1

***

The following is a DFT calculation (wB97M-V/def2-TZVPD) of a 2-piece molecular cluster, C3H10N3O overall.

```
17
C3H10N3O wB97M-V/def2-TZVPD
C 2.0711 0.5656 0.9916
C -0.4766 -0.4050 -1.8463
C -1.7242 0.8776 -0.1986
N 0.9427 -0.0197 1.5431
N -0.4592 0.3994 -0.6110
N 0.0992 -0.8559 0.7977
O -0.8686 -1.2043 1.5790
H 1.8243 1.2618 0.1192
H 2.5847 1.2305 1.7358
H 2.5025 -0.3025 0.4932
H 0.5927 -0.5175 -2.1937
H -0.8489 -1.3564 -1.7280
H -1.0407 0.2046 -2.7319
H -1.7535 1.2676 0.7928
H -2.2439 1.6070 -0.9051
H -2.5929 0.1513 -0.1058
H 0.3482 0.5651 2.0124
```

Calculated values
ΔE to the lowest compared entry with this formula, charge and spin, kJ/mol: 172.63
Spin multiplicity: 3
Strongest force on any atom, hartree/bohr: 0.09043
Kohn-Sham gap (spin up / spin down), hartree: 0.1578 / 0.2595
LUMO energy (spin up / spin down), hartree: 0.1598 / 0.1555
Net charge: -1

***

The following is a DFT calculation (wB97M-V/def2-TZVPD) of one molecule with the formula C3H10N4.

```
17
C3H10N4 wB97M-V/def2-TZVPD
C 2.2036 -0.5208 0.9694
N 1.0362 0.2589 0.5870
N 1.2084 0.9350 -0.5968
H 0.8985 1.8971 -0.4447
H 3.0338 0.1691 1.1130
H 2.0256 -1.0536 1.9078
H 2.4649 -1.2318 0.1739
C -1.8033 1.1319 -0.5151
C -1.1309 -0.1873 -0.7528
N -0.3394 -0.6929 0.4108
N -1.6613 -1.0087 -1.5604
H -0.0400 -1.6568 0.2396
H -0.6723 -0.5401 1.3651
H -1.3286 -1.9664 -1.4799
H -2.2199 1.4976 -1.4503
H -2.5832 1.0720 0.2488
H -1.0920 1.8969 -0.2155
```

Calculated values
ΔE to the lowest compared entry with this formula, charge and spin, kJ/mol: 491.18
Strongest force on any atom, hartree/bohr: 0.09141
Kohn-Sham gap, hartree: 0.2919
LUMO energy, hartree: 0.0168

***

The following is a DFT calculation (wB97M-V/def2-TZVPD) of a 2-piece molecular cluster, C3H10N4 overall.

```
17
C3H10N4 wB97M-V/def2-TZVPD
H -2.6294 2.2013 1.3696
N -1.7701 1.7534 1.0229
C -1.3978 0.9712 1.9954
N -0.2794 0.2151 2.0094
H -2.0165 0.8301 2.9037
H 0.1910 0.0423 2.9022
H 0.3357 0.3775 1.2356
C 0.6832 0.7286 -1.2951
N 1.4702 -0.2319 -0.5761
C 1.3431 -1.4416 -0.8903
N 0.5347 -2.0030 -1.8333
H 0.9231 0.7784 -2.3825
H 0.8194 1.7506 -0.8990
H -0.4398 0.5221 -1.1885
H 1.9929 -2.1544 -0.2894
H 0.3644 -2.9907 -1.8406
H -0.1248 -1.3491 -2.2441
```

Calculated values
ΔE to the lowest compared entry with this formula, charge and spin, kJ/mol: 56.65
Strongest force on any atom, hartree/bohr: 0.05118
Kohn-Sham gap, hartree: 0.3686
LUMO energy, hartree: 0.0367
SMILES: [H]/N=C/N.C/N=C\N

***

The following is a DFT calculation (wB97M-V/def2-TZVPD) of a 2-piece molecular cluster, C3H10N4 overall.

```
17
C3H10N4 wB97M-V/def2-TZVPD
C 3.2001 -0.7495 0.1554
C 0.9104 -0.1261 0.2073
C -3.6360 0.3857 -1.1003
N 4.3925 -0.7664 0.6041
N -2.7407 0.7859 0.0355
N -0.2066 -0.0776 -0.0273
N 2.1462 -0.0755 0.7108
H 3.1542 -1.2044 -0.8443
H -4.6294 0.8260 -1.0580
H -3.1016 0.5724 -1.9945
H -3.9143 -0.6895 -0.9916
H 5.1518 -1.0953 0.0448
H 4.5717 -0.6564 1.6740
H -1.9854 0.1593 0.0848
H -2.2409 1.7172 -0.0534
H -3.2887 0.6852 0.8565
H 2.2168 0.3091 1.6963
```

Calculated values
ΔE to the lowest compared entry with this formula, charge and spin, kJ/mol: 82.65
Strongest force on any atom, hartree/bohr: 0.08732
Kohn-Sham gap, hartree: 0.4171
LUMO energy, hartree: -0.3026
Net charge: +2

***

The following is a DFT calculation (wB97M-V/def2-TZVPD) of one molecule with the formula C3H10N4O.

```
18
C3H10N4O wB97M-V/def2-TZVPD
C -1.4384 1.5886 0.5780
C -1.0336 0.1282 0.3619
O -1.8954 -0.6953 -0.0751
H -0.5176 -0.1731 1.4205
H -2.2325 1.6207 1.3230
H -0.6004 2.1971 0.9209
H -1.8172 1.9992 -0.3617
C 0.5299 -0.1628 -0.4107
N 1.2043 -1.8041 1.0447
N 1.2149 0.9531 -0.9642
N 0.4084 -1.2069 -1.3425
N 1.1353 -0.5148 0.8974
H 0.8253 -2.3713 0.2764
H 1.6517 -2.1488 1.8824
H 1.5448 1.5653 -0.2267
H 0.5920 1.4667 -1.5799
H 0.9970 -1.0941 -2.1551
H -0.5685 -1.3478 -1.5893
```

Calculated values
ΔE to the lowest compared entry with this formula, charge and spin, kJ/mol: 480.16
Strongest force on any atom, hartree/bohr: 0.04653
Kohn-Sham gap (spin up / spin down), hartree: 0.2478 / 0.2474
LUMO energy (spin up / spin down), hartree: -0.0268 / -0.0271

***

The following is a DFT calculation (wB97M-V/def2-TZVPD) of one molecule with the formula C3H10N4O2S.

```
20
C3H10N4O2S wB97M-V/def2-TZVPD
C -1.2730 1.3363 0.5249
N -1.4860 0.2026 -0.2542
C -2.9019 -0.1227 -0.4102
S -0.3438 -1.0319 -0.1987
O -0.6344 -2.1525 -1.0102
O -0.0629 -1.2892 1.2235
N 0.8935 -0.2128 -0.9613
C 2.0551 -0.1595 -0.2151
N 2.9839 0.6712 -0.7801
N 2.4236 -0.8911 0.7997
H -0.1769 1.5639 0.5074
H -1.6144 1.2596 1.5898
H -1.7969 2.2030 0.2543
H -3.4122 0.7591 -1.0561
H -2.9049 -1.3249 -0.6774
H -3.4135 -0.0573 0.6028
H 3.7928 0.1558 -0.9166
H 2.7008 1.2417 -1.5808
H 3.3887 -0.8206 1.2060
H 1.7824 -1.3306 1.3520
```

Calculated values
ΔE to the lowest compared entry with this formula, charge and spin, kJ/mol: 174.00
Strongest force on any atom, hartree/bohr: 0.10185
Kohn-Sham gap, hartree: 0.3507
LUMO energy, hartree: 0.0228
SMILES: CN(C)S(=O)(=O)N=C(N)N

***

The following is a DFT calculation (wB97M-V/def2-TZVPD) of an isolated ion of composition C3H10N5 and charge +1.

```
18
C3H10N5 wB97M-V/def2-TZVPD
C -2.8807 -0.1553 -1.6965
N -1.8141 -0.1203 -0.7022
N -0.6540 -0.4057 -1.3680
N 0.6371 -0.2669 -1.2792
N 1.2438 0.0294 -0.1858
C 0.8268 -0.0342 1.1676
C 1.6723 0.1728 2.1740
N 2.9883 0.3492 1.9581
H -2.5436 0.4082 -2.6460
H -2.9069 -1.1880 -1.9280
H -3.7751 0.1593 -1.1465
H -1.8301 0.7738 -0.1296
H -0.7509 -0.8726 -2.2439
H 2.1719 0.3730 -0.2203
H -0.2572 -0.1936 1.3560
H 1.1566 0.1792 3.1601
H 3.2780 0.1669 0.9603
H 3.4376 0.6250 2.7697
```

Calculated values
ΔE to the lowest compared entry with this formula, charge and spin, kJ/mol: 470.60
Strongest force on any atom, hartree/bohr: 0.06510
Kohn-Sham gap (spin up / spin down), hartree: 0.2820 / 0.2820
LUMO energy (spin up / spin down), hartree: -0.1580 / -0.1580
SMILES: CN/[NH+]=N\N/C=C\N
Net charge: +1

***

The following is a DFT calculation (wB97M-V/def2-TZVPD) of an isolated ion of composition C3H10N6O2P and charge +1.

```
22
C3H10N6O2P wB97M-V/def2-TZVPD
N -1.4666 1.6434 0.4728
P -1.7978 0.6856 -0.6784
O -3.2837 0.1871 -0.7767
O -1.3899 0.9899 -2.1715
C -0.9111 -0.8719 -0.3664
N -1.5008 -2.0339 -0.0646
N -0.5652 -2.9114 0.1755
N 0.5653 -2.3118 0.0164
N 0.4022 -1.0406 -0.3216
C 1.5112 -0.1042 -0.5649
C 1.9303 0.6834 0.7050
N 1.3016 0.1581 1.9097
H -1.0280 2.5283 0.2548
H -3.6787 0.1315 0.1116
H -1.5692 1.9239 -2.3795
H 1.4735 -2.7409 0.1620
H 2.3412 -0.7137 -0.9157
H 1.1775 0.5544 -1.3600
H 3.0077 0.5448 0.7949
H 1.7575 1.7486 0.5401
H 0.2944 0.1328 1.7866
H 1.4285 0.8165 2.6698
```

Calculated values
Strongest force on any atom, hartree/bohr: 0.02001
Kohn-Sham gap, hartree: 0.3284
LUMO energy, hartree: -0.1691
SMILES: N=P(O)(O)c1nn[nH][n+]1CCN
Net charge: +1

***

The following is a DFT calculation (wB97M-V/def2-TZVPD) of C3H10N7 as an isolated structure.

```
20
C3H10N7 wB97M-V/def2-TZVPD
C 2.0585 -0.5259 -1.3195
C 2.0438 -0.3874 1.2749
C 1.7047 0.1634 -0.0802
N -0.6516 -0.5029 0.0383
N -1.8826 -0.0869 -0.0133
N -1.7241 1.7292 -0.1418
N -0.4277 1.6463 0.0220
N 0.1878 0.4485 -0.0418
N -2.8402 -0.9565 0.0019
N -4.1348 -0.7406 0.1658
H 1.4414 0.0221 -2.0476
H 3.0522 -0.1857 -1.5078
H 1.7530 -1.5564 -1.3932
H 3.0502 -0.8836 1.0750
H 1.3503 -1.1804 1.4383
H 2.0400 0.4073 2.0114
H 2.1356 1.2008 -0.0625
H 0.0817 2.5515 0.2939
H -4.4922 0.1666 0.5173
H -4.7461 -1.3295 -0.2309
```

Calculated values
ΔE to the lowest compared entry with this formula, charge and spin, kJ/mol: 847.84
Strongest force on any atom, hartree/bohr: 0.12985
Kohn-Sham gap (spin up / spin down), hartree: 0.2898 / 0.2842
LUMO energy (spin up / spin down), hartree: -0.1673 / -0.1578
Net charge: +1

***

Question: Which of these has the lowest strongest force on any atom?
Answer: C3H10N6O2P

***

Question: Look up the strongest force on any atom of the seventh one.
Answer: 0.08732 hartree/bohr

***

Repeat the seventh record exactly.
The following is a DFT calculation (wB97M-V/def2-TZVPD) of a 2-piece molecular cluster, C3H10N4 overall.

```
17
C3H10N4 wB97M-V/def2-TZVPD
C 3.2001 -0.7495 0.1554
C 0.9104 -0.1261 0.2073
C -3.6360 0.3857 -1.1003
N 4.3925 -0.7664 0.6041
N -2.7407 0.7859 0.0355
N -0.2066 -0.0776 -0.0273
N 2.1462 -0.0755 0.7108
H 3.1542 -1.2044 -0.8443
H -4.6294 0.8260 -1.0580
H -3.1016 0.5724 -1.9945
H -3.9143 -0.6895 -0.9916
H 5.1518 -1.0953 0.0448
H 4.5717 -0.6564 1.6740
H -1.9854 0.1593 0.0848
H -2.2409 1.7172 -0.0534
H -3.2887 0.6852 0.8565
H 2.2168 0.3091 1.6963
```

Calculated values
ΔE to the lowest compared entry with this formula, charge and spin, kJ/mol: 82.65
Strongest force on any atom, hartree/bohr: 0.08732
Kohn-Sham gap, hartree: 0.4171
LUMO energy, hartree: -0.3026
Net charge: +2